8
Properties=species:S:1:pos:R:3:lowdin_charge:R:1 method="wB97M-V/def2-TZVPD" fmax_ha_per_bohr=0.10391 homo_lumo_gap_ev=10.55 e_tot_ev=-29882.5785
C 0.32 -0.01 0.25 -0.874
C 1.34 -0.31 -0.55 0.024
H 1.83 -1.29 -0.42 0.086
H 1.69 0.41 -1.26 0.055
H -2.27 0.72 0.63 -0.279
F -0.19 -0.83 1.16 -0.075
Cl -0.47 1.53 0.34 0.639
Cl -2.24 -0.23 -0.16 0.423

111
Properties=species:S:1:pos:R:3:lowdin_charge:R:1 method="wB97M-V/def2-TZVPD" fmax_ha_per_bohr=0.03520 smiles=COCCNCCOC.COCCNCCOC.CCO.CCO.CCO.CCO.CCO.CO.CO.CO homo_lumo_gap_ev=9.29 e_tot_ev=-54637.6821
C 4.81 -4.40 0.73 -0.112
O 3.46 -4.80 0.80 -0.197
C 2.60 -3.71 1.07 -0.219
C 1.18 -4.05 0.62 -0.193
N 0.79 -5.44 0.86 -0.039
C 0.56 -5.74 2.27 -0.214
C -0.77 -5.27 2.79 -0.214
O -0.85 -3.86 2.92 -0.248
C -2.20 -3.38 3.01 -0.052
H 5.01 -3.75 -0.13 0.088
H 5.38 -5.33 0.70 0.088
H 5.11 -3.80 1.60 0.089
H 2.90 -2.78 0.58 0.107
H 2.66 -3.50 2.15 0.105
H 1.13 -3.92 -0.47 0.114
H 0.48 -3.31 0.99 0.097
H 1.57 -6.01 0.56 0.098
H 1.39 -5.49 2.95 0.124
H 0.52 -6.83 2.38 0.123
H -0.96 -5.72 3.78 0.128
H -1.56 -5.65 2.14 0.123
H -2.20 -2.37 2.59 0.068
H -2.47 -3.29 4.07 0.097
H -2.89 -4.05 2.51 0.090
C 0.48 3.63 -1.82 -0.087
O 0.98 2.79 -2.84 -0.254
C 1.09 3.44 -4.11 -0.186
C 2.19 2.75 -4.89 -0.219
N 3.47 2.82 -4.19 -0.047
C 4.48 1.98 -4.84 -0.207
C 5.03 2.66 -6.09 -0.245
O 6.34 2.27 -6.42 -0.185
C 7.33 2.87 -5.60 -0.104
H 0.76 3.23 -0.84 0.079
H -0.62 3.55 -1.76 0.096
H 0.85 4.65 -1.88 0.095
H 1.30 4.50 -3.98 0.124
H 0.15 3.28 -4.65 0.126
H 2.24 3.29 -5.85 0.123
H 1.89 1.72 -5.13 0.120
H 3.27 2.43 -3.28 0.081
H 4.13 0.96 -5.05 0.122
H 5.28 1.87 -4.11 0.113
H 4.95 3.75 -5.99 0.121
H 4.39 2.44 -6.95 0.119
H 7.31 2.39 -4.62 0.078
H 7.19 3.95 -5.50 0.089
H 8.29 2.71 -6.10 0.086
C -5.47 2.29 3.44 -0.086
C -4.16 1.90 4.12 -0.320
O -3.70 2.91 5.00 -0.073
H -6.25 2.66 4.10 0.077
H -5.83 1.51 2.76 0.053
H -5.25 3.10 2.73 0.078
H -3.42 1.63 3.37 0.094
H -4.40 0.98 4.67 0.110
H -4.31 3.65 4.94 0.071
C -1.24 -1.34 -4.54 -0.082
C -0.27 -0.79 -3.52 -0.323
O -0.74 0.34 -2.81 -0.084
H -0.81 -2.24 -4.99 0.077
H -1.52 -0.61 -5.30 0.073
H -2.17 -1.64 -4.04 0.075
H 0.71 -0.58 -3.99 0.105
H -0.02 -1.55 -2.78 0.113
H -0.58 1.16 -3.28 0.065
C 2.00 -0.58 4.91 -0.093
C 1.50 -1.91 4.38 -0.319
O 0.86 -1.72 3.13 -0.102
H 2.54 -0.03 4.14 0.072
H 2.67 -0.77 5.76 0.072
H 1.21 0.04 5.32 0.065
H 0.79 -2.28 5.13 0.116
H 2.38 -2.56 4.26 0.098
H 0.14 -2.38 3.07 0.031
C 0.50 4.12 2.33 -0.091
C 0.31 2.74 2.93 -0.310
O 1.06 2.61 4.14 -0.081
H 0.08 4.90 2.96 0.074
H -0.02 4.22 1.36 0.060
H 1.53 4.32 2.05 0.077
H 0.68 2.03 2.21 0.099
H -0.74 2.54 3.16 0.108
H 0.73 3.27 4.76 0.083
C -5.66 2.01 -1.22 -0.085
C -5.01 0.65 -1.06 -0.302
O -4.44 0.45 0.22 -0.104
H -4.96 2.80 -0.94 0.073
H -6.55 2.16 -0.61 0.070
H -5.95 2.14 -2.27 0.072
H -4.24 0.52 -1.83 0.114
H -5.77 -0.11 -1.25 0.110
H -3.50 0.66 0.21 0.035
C -1.49 -0.04 1.06 -0.142
O -1.73 1.05 0.19 -0.127
H -2.29 -0.12 1.78 0.070
H -1.38 -1.01 0.57 0.093
H -0.50 0.01 1.54 0.066
H -1.05 1.10 -0.49 0.061
C -6.47 -1.56 1.80 -0.175
O -5.09 -1.62 2.06 -0.136
H -6.68 -1.84 0.75 0.074
H -7.04 -2.29 2.38 0.075
H -6.88 -0.56 1.96 0.068
H -4.72 -0.82 1.66 0.027
C 2.50 -0.01 -0.93 -0.113
O 2.54 0.49 -2.27 -0.142
H 1.62 0.35 -0.38 0.072
H 2.41 -1.09 -1.02 0.065
H 3.38 0.29 -0.36 0.082
H 1.74 1.01 -2.39 0.024

14
Properties=species:S:1:pos:R:3:lowdin_charge:R:1 method="wB97M-V/def2-TZVPD" fmax_ha_per_bohr=0.07771 smiles="C[C@H](N)C(N)=O" homo_lumo_gap_ev=10.62 e_tot_ev=-8268.1739
C -0.67 0.96 -1.54 -0.071
C 0.40 0.51 -0.49 -0.363
N 1.49 -0.39 -0.94 -0.035
C -0.35 -0.13 0.76 -0.529
N 0.35 -1.05 1.44 0.157
O -1.46 0.16 1.10 0.066
H -1.10 0.06 -1.99 0.079
H -1.41 1.66 -1.04 0.092
H -0.24 1.80 -2.15 0.082
H 0.95 1.36 -0.13 0.121
H 1.24 -1.43 -0.90 0.084
H 1.64 -0.29 -2.06 0.130
H -0.03 -1.22 2.32 0.088
H 1.35 -1.17 1.31 0.098

7
Properties=species:S:1:pos:R:3:lowdin_charge:R:1 method="wB97M-V/def2-TZVPD" fmax_ha_per_bohr=0.12007 homo_lumo_gap_ev=9.77 e_tot_ev=-80039.5836
C 1.30 1.84 -0.04 -0.125
C 0.35 1.13 -0.02 -0.222
Si -1.30 -0.75 0.12 0.297
Br -3.14 0.42 -0.01 0.285
H 2.06 2.60 0.04 0.003
H -1.36 -1.55 1.27 -0.115
H -0.89 -1.48 -0.99 -0.123